(1)
{
  "formula": "C4H5N3",
  "method": "ωB97M-V/def2-TZVPD",
  "multiplicity": 1,
  "homo_ha": -0.3815,
  "de_lowest_kj_mol": 283.8,
  "total_energy_ev": -8696.8713,
  "homo_lumo_gap_ha": 0.4006,
  "elements": ["C", "N", "C", "C", "N", "C", "N", "H", "H", "H", "H", "H"],
  "positions_angstrom": [[-0.78914, 0.26117, -0.15810], [0.30263, -0.30655, 0.66031], [1.70767, -0.00724, 0.11590], [1.98189, -1.12017, -0.87735], [1.80581, -1.94643, -1.65743], [2.63517, -0.06802, 1.17352], [3.53120, -0.32394, 1.83700], [-0.75746, 1.38245, -0.44970], [-0.83927, -0.31985, -1.16423], [-1.70951, 0.00885, 0.42998], [0.13689, -1.25634, 0.60657], [1.79034, 0.90535, -0.62609]],
  "forces_ev_per_angstrom": [[-0.7, -0.3, -1.6], [1.3, 4.3, -0.8], [-2.7, -0.6, -3.2], [-0.6, 0.3, 0.3], [0.4, 0.0, 0.0], [1.7, -0.1, 0.6], [0.1, 0.2, 0.6], [0.3, -1.9, 1.1], [-0.1, 1.0, 1.4], [0.6, 0.6, -0.8], [0.2, -2.5, 0.2], [-0.4, -1.2, 2.2]],
  "lowdin_charge": [-0.14, -0.07, -0.30, -0.18, 0.16, -0.21, 0.19, 0.10, 0.09, 0.09, 0.07, 0.19]
}

---

(2)
{
  "formula": "C4H5N3",
  "method": "ωB97M-V/def2-TZVPD",
  "multiplicity": 1,
  "homo_ha": [-0.2970, -0.2969],
  "de_lowest_kj_mol": 376.1,
  "total_energy_ev": -8695.9144,
  "homo_lumo_gap_ha": [0.2817, 0.2815],
  "elements": ["N", "C", "C", "C", "N", "C", "N", "H", "H", "H", "H", "H"],
  "positions_angstrom": [[-1.19916, -2.20100, 1.86353], [-0.99535, -1.58890, 0.89531], [-0.70139, -0.75802, -0.21101], [-0.29392, 1.64581, 0.43223], [0.86959, 1.55370, -0.13637], [1.25832, 0.48506, -0.79417], [0.61904, -0.70320, -0.64423], [-1.47440, -0.60472, -0.96056], [-1.13288, 1.05756, 0.05041], [-0.33783, 2.14044, 1.40166], [2.19398, 0.50539, -1.34384], [1.19399, -1.53210, -0.55296]],
  "forces_ev_per_angstrom": [[0.1, 0.4, -0.9], [-0.1, -0.7, 0.8], [0.1, -0.3, 0.0], [0.1, -0.3, 0.1], [-0.2, -0.2, 0.0], [0.0, 0.0, -0.1], [0.2, -0.1, 0.1], [0.2, 0.2, 0.3], [-0.2, 0.9, 0.0], [-0.1, 0.1, -0.2], [-0.2, -0.1, 0.1], [0.1, 0.1, -0.1]],
  "lowdin_charge": [0.11, -0.26, -0.22, 0.01, 0.01, -0.17, 0.01, 0.11, 0.04, 0.09, 0.12, 0.15]
}